{
  "formula": "C2H4LiLuO",
  "method": "ωB97M-V with the def2-TZVPD basis set",
  "charge": 3,
  "homo_ev": [-20.916, -25.871],
  "spin_multiplicity": 2,
  "homo_lumo_gap_ev": [5.720, 10.642],
  "species": ["Lu", "O", "C", "C", "Li", "H", "H", "H", "H"],
  "xyz": [[2.29, -1.01, -1.89], [1.10, 0.12, -0.52], [-0.30, 0.27, -0.47], [-0.91, -0.13, 0.82], [1.63, 0.91, 1.12], [-0.88, -0.82, -0.72], [-1.87, 0.30, 1.09], [-0.43, -0.85, 1.49], [-0.63, 1.21, -0.92]]
}

***

{
  "formula": "C5H12N2",
  "method": "ωB97M-V with the def2-TZVPD basis set",
  "smiles": "C[C@H](N)C/C=C/N",
  "homo_ev": -8.226,
  "homo_lumo_gap_ev": 9.420,
  "species": ["N", "N", "C", "C", "C", "C", "C", "H", "H", "H", "H", "H", "H", "H", "H", "H", "H", "H", "H"],
  "xyz": [[-0.47, -1.55, 1.99], [0.10, 2.85, -1.67], [-0.95, 0.77, -0.98], [0.01, 1.68, -0.87], [1.36, -1.38, 0.29], [-1.01, -0.46, -0.11], [0.10, -0.75, 0.90], [-0.39, 2.90, -2.55], [-0.87, -1.27, -0.88], [0.39, 0.18, 1.40], [-0.08, -1.28, 2.87], [-0.34, -2.54, 1.85], [1.09, -2.34, -0.15], [2.02, -1.53, 1.15], [0.94, 1.42, -0.38], [-1.86, 0.99, -1.53], [-2.03, -0.61, 0.23], [0.07, 3.71, -1.14], [1.92, -0.81, -0.45]]
}

***

{
  "formula": "C10H15N3S",
  "method": "ωB97M-V with the def2-TZVPD basis set",
  "homo_ev": [-7.527, -7.526],
  "homo_lumo_gap_ev": [7.405, 7.400],
  "species": ["S", "N", "N", "N", "C", "C", "C", "C", "C", "C", "C", "C", "C", "C", "H", "H", "H", "H", "H", "H", "H", "H", "H", "H", "H", "H", "H", "H", "H"],
  "xyz": [[2.26, 1.03, 0.96], [-0.26, 1.31, -2.53], [1.53, -0.98, -1.12], [0.48, -0.91, -0.27], [-1.82, 0.02, 0.50], [2.94, 1.82, -0.54], [-2.69, 1.23, 0.48], [0.52, -1.91, 0.64], [-2.45, -1.31, 0.08], [1.63, -2.68, 0.31], [2.19, -2.05, -0.77], [-0.54, 0.80, -1.54], [0.65, 1.71, 0.97], [-0.52, 0.11, -0.31], [-3.00, -1.10, -0.79], [3.13, 2.82, -0.36], [2.92, -2.33, -1.49], [-1.68, -2.16, 0.09], [1.71, -3.69, 0.70], [-0.21, -1.87, 1.35], [0.38, 2.58, 0.32], [3.85, 1.25, -0.83], [-3.17, -1.60, 0.88], [-1.46, -0.10, 1.62], [-3.14, 1.52, -0.50], [0.12, 1.53, 1.88], [-2.12, 2.22, 0.67], [-3.53, 0.87, 1.02], [2.27, 1.86, -1.44]]
}